A | {
  "formula": "C5H7NO",
  "method": "ωB97M-V with the def2-TZVPD basis set",
  "charge": 0,
  "homo_lumo_gap_ev": 10.140,
  "symbols": ["H", "N", "C", "C", "C", "C", "C", "O", "H", "H", "H", "H", "H", "H"],
  "positions_angstrom": [[3.50, -0.44, 0.64], [2.83, -0.80, -0.03], [1.67, -0.32, 0.12], [0.46, -0.78, -0.60], [-0.56, -0.01, -0.24], [-2.02, -0.26, -0.36], [0.02, 1.15, 0.54], [1.30, 0.66, 1.01], [0.40, -1.70, -1.17], [-2.47, -0.20, 0.64], [-2.50, 0.47, -1.01], [-2.19, -1.27, -0.75], [-0.65, 1.51, 1.33], [0.23, 2.00, -0.11]]
}

=====

B | {
  "formula": "C5H7NO",
  "method": "ωB97M-V with the def2-TZVPD basis set",
  "charge": 0,
  "homo_lumo_gap_ev": 10.437,
  "symbols": ["C", "C", "N", "C", "C", "C", "O", "H", "H", "H", "H", "H", "H", "H"],
  "positions_angstrom": [[1.02, -0.12, 1.59], [0.09, 0.06, 0.44], [-1.36, -0.19, 0.62], [-0.68, -0.86, -0.44], [-0.39, 0.08, -1.68], [0.35, 0.99, -0.70], [0.83, 2.09, -0.74], [2.02, -0.37, 1.24], [0.65, -0.90, 2.26], [1.07, 0.83, 2.12], [-1.96, 0.51, 0.22], [-0.59, -1.96, -0.44], [-1.11, 0.59, -2.34], [0.06, -0.77, -2.15]]
}

=====

C | {
  "formula": "C5H7NO",
  "method": "ωB97M-V with the def2-TZVPD basis set",
  "charge": 0,
  "homo_lumo_gap_ev": 10.146,
  "symbols": ["C", "C", "O", "C", "N", "C", "C", "H", "H", "H", "H", "H", "H", "H"],
  "positions_angstrom": [[1.74, -0.40, -0.88], [1.97, 0.24, 0.45], [2.94, 0.08, 1.14], [0.83, 1.11, 0.88], [0.12, 2.14, 0.72], [-0.63, 0.99, 1.26], [-1.48, 0.24, 0.27], [1.82, -1.51, -0.56], [2.42, -0.19, -1.70], [0.70, -0.17, -1.29], [-0.91, 0.97, 2.29], [-0.91, 0.42, -0.67], [-2.50, 0.79, 0.25], [-1.68, -0.90, 0.35]]
}

=====

D | {
  "formula": "C5H7NO",
  "method": "ωB97M-V with the def2-TZVPD basis set",
  "charge": 0,
  "homo_lumo_gap_ev": 10.687,
  "symbols": ["C", "C", "C", "C", "N", "C", "O", "H", "H", "H", "H", "H", "H", "H"],
  "positions_angstrom": [[2.59, 1.02, 0.13], [1.72, 0.27, -0.24], [0.64, -0.64, -0.56], [-0.23, -0.86, 0.69], [-0.92, 0.42, 1.10], [-2.10, 0.56, 0.45], [-2.51, -0.33, -0.27], [3.38, 1.67, 0.42], [1.05, -1.59, -0.95], [0.01, -0.25, -1.37], [-0.93, -1.68, 0.44], [0.35, -1.20, 1.55], [-0.55, 1.24, 1.60], [-2.67, 1.49, 0.60]]
}

=====

Name the most stable of them. A.

=====

A | {
  "formula": "C10H12O2S",
  "method": "ωB97M-V with the def2-TZVPD basis set",
  "charge": 0,
  "homo_lumo_gap_ev": 9.832,
  "symbols": ["C", "C", "C", "C", "C", "C", "C", "C", "C", "C", "O", "O", "S", "H", "H", "H", "H", "H", "H", "H", "H", "H", "H", "H", "H"],
  "positions_angstrom": [[-2.81, 0.94, 0.15], [-2.39, 0.54, 1.42], [-2.53, 0.18, -1.02], [-1.46, -0.47, 1.50], [-1.64, -0.87, -0.87], [-1.04, -1.13, 0.36], [1.47, -1.33, -0.30], [1.85, 0.06, -0.04], [2.34, 0.84, -1.32], [1.37, 1.02, 1.02], [-0.01, -3.44, -0.30], [2.70, -1.03, 0.33], [0.24, -2.38, 0.66], [-3.22, 1.98, 0.09], [-2.56, 1.18, 2.26], [-2.66, 0.61, -1.92], [-0.86, -0.64, 2.43], [-1.35, -1.39, -1.84], [1.40, -1.84, -1.45], [3.35, 1.45, -1.10], [1.56, 1.58, -1.60], [2.55, 0.26, -2.10], [0.66, 1.57, 0.43], [2.15, 1.85, 1.31], [0.91, 0.46, 1.91]]
}

=====

B | {
  "formula": "C10H12O2S",
  "method": "ωB97M-V with the def2-TZVPD basis set",
  "charge": 0,
  "homo_lumo_gap_ev": 8.813,
  "symbols": ["C", "C", "C", "C", "O", "H", "H", "H", "H", "H", "H", "O", "S", "C", "C", "C", "C", "C", "C", "H", "H", "H", "H", "H", "H"],
  "positions_angstrom": [[2.73, -0.85, -0.36], [1.76, -1.49, -0.05], [0.47, -2.02, 0.42], [0.65, -3.18, 1.41], [-0.24, -0.90, 1.07], [3.64, -0.25, -0.43], [-0.11, -2.06, -0.48], [0.87, -2.54, 2.21], [1.46, -3.78, 1.16], [-0.16, -3.83, 1.59], [0.40, -0.28, 1.51], [2.08, 2.57, 0.28], [0.75, 3.48, -0.25], [-0.35, 2.13, -0.47], [-1.41, 1.99, 0.45], [-2.50, 1.20, 0.04], [-2.42, 0.37, -1.03], [-1.28, 0.35, -1.76], [-0.30, 1.27, -1.53], [2.81, 3.08, 0.02], [-1.52, 2.60, 1.38], [-3.45, 1.28, 0.73], [-3.20, -0.26, -1.24], [-1.29, -0.35, -2.58], [0.61, 1.46, -2.08]]
}

=====

Name the most stable of them. A.

=====

A | {
  "formula": "C3H11NO3",
  "method": "ωB97M-V with the def2-TZVPD basis set",
  "charge": 0,
  "homo_lumo_gap_ev": 10.094,
  "symbols": ["C", "N", "C", "C", "O", "H", "H", "H", "H", "H", "H", "H", "O", "H", "H", "O", "H", "H"],
  "positions_angstrom": [[-2.52, 1.06, 0.93], [-1.17, 1.15, 0.41], [-0.30, 0.02, 0.54], [-0.64, -0.96, 1.61], [0.69, 0.00, -0.12], [-3.04, 0.12, 0.45], [-3.13, 1.91, 0.33], [-2.58, 1.24, 1.93], [-0.65, 1.97, 0.07], [-1.62, -1.29, 1.19], [0.20, -1.74, 1.80], [-0.83, -0.52, 2.52], [1.44, -3.61, -1.97], [2.05, -2.88, -1.93], [1.66, -4.02, -2.86], [1.95, 2.55, -0.67], [1.49, 2.26, -1.54], [2.79, 2.77, -1.14]]
}

=====

B | {
  "formula": "C3H11NO3",
  "method": "ωB97M-V with the def2-TZVPD basis set",
  "charge": 0,
  "homo_lumo_gap_ev": 10.318,
  "symbols": ["O", "C", "C", "N", "C", "O", "H", "H", "H", "H", "H", "H", "H", "H", "H", "O", "H", "H"],
  "positions_angstrom": [[-1.91, 1.51, 1.52], [-1.46, 1.56, 0.12], [0.09, 1.29, -0.01], [0.27, -0.29, 0.13], [1.68, -0.78, -0.37], [2.34, -1.33, 0.78], [-2.26, 0.55, 1.63], [-1.68, 2.62, -0.25], [-1.91, 0.72, -0.47], [0.65, 1.63, 0.85], [0.62, 1.71, -0.95], [0.19, -0.31, 1.14], [2.17, 0.09, -0.71], [1.43, -1.34, -1.27], [3.08, -1.85, 0.40], [-1.27, -1.94, -1.18], [-1.20, -2.66, -0.57], [-0.83, -1.17, -0.78]]
}

=====

Name the most stable of them. A.

=====

A | {
  "formula": "C3H11NO3",
  "method": "ωB97M-V with the def2-TZVPD basis set",
  "charge": 0,
  "homo_lumo_gap_ev": 11.267,
  "symbols": ["C", "C", "C", "N", "O", "H", "H", "H", "H", "H", "H", "H", "O", "H", "H", "O", "H", "H"],
  "positions_angstrom": [[0.50, -0.83, 1.21], [-0.34, -1.49, 0.05], [0.17, -1.11, -1.26], [-0.47, -1.78, -2.31], [0.92, -0.11, -1.46], [1.49, -0.75, 0.77], [0.79, -1.54, 1.98], [0.01, 0.12, 1.60], [-0.65, -2.60, 0.06], [-1.35, -1.25, 0.19], [-0.91, -2.68, -2.25], [-0.50, -1.22, -3.11], [-1.25, 3.05, 1.78], [-0.90, 2.62, 2.59], [-0.60, 2.93, 1.14], [0.66, 2.37, -0.24], [1.55, 2.73, -0.04], [0.88, 1.57, -0.69]]
}

=====

B | {
  "formula": "C3H11NO3",
  "method": "ωB97M-V with the def2-TZVPD basis set",
  "charge": 0,
  "homo_lumo_gap_ev": 9.715,
  "symbols": ["C", "C", "N", "C", "O", "H", "H", "H", "H", "H", "H", "H", "O", "H", "H", "O", "H", "H"],
  "positions_angstrom": [[0.26, -0.20, 2.19], [1.50, 0.04, 1.22], [1.11, -0.28, -0.25], [0.31, -1.33, -0.50], [-0.92, -1.39, -0.34], [0.44, 0.05, 3.30], [-0.51, 0.51, 1.68], [-0.13, -1.26, 2.02], [2.29, -0.63, 1.47], [1.80, 1.09, 1.21], [1.57, 0.22, -1.07], [0.83, -2.16, -0.92], [-2.25, 1.24, -1.03], [-2.32, 0.60, -0.35], [-2.57, 2.06, -0.58], [-0.11, 0.37, -2.79], [-0.48, 1.23, -2.71], [-0.83, -0.15, -2.56]]
}

=====

Name the most stable of them. A.

=====

A | {
  "formula": "C3H11NO3",
  "method": "ωB97M-V with the def2-TZVPD basis set",
  "charge": 0,
  "homo_lumo_gap_ev": 9.536,
  "symbols": ["O", "C", "C", "N", "C", "O", "H", "H", "H", "H", "H", "H", "H", "H", "H", "O", "H", "H"],
  "positions_angstrom": [[-0.53, -1.93, -0.63], [-1.45, -1.30, 0.27], [-0.86, -0.20, 1.11], [0.57, -0.16, 1.21], [1.29, 1.02, 0.77], [1.65, 0.86, -0.61], [0.35, -1.55, -0.55], [-2.21, -0.93, -0.43], [-1.88, -2.23, 0.73], [-1.29, 0.81, 1.04], [-1.20, -0.35, 2.22], [1.14, -0.96, 1.01], [0.73, 1.96, 0.85], [2.22, 1.28, 1.34], [2.45, 0.33, -0.72], [-0.75, 1.54, -1.68], [-1.17, 0.69, -1.86], [0.18, 1.24, -1.70]]
}

=====

B | {
  "formula": "C3H11NO3",
  "method": "ωB97M-V with the def2-TZVPD basis set",
  "charge": 0,
  "homo_lumo_gap_ev": 10.333,
  "symbols": ["N", "C", "C", "O", "C", "O", "H", "H", "H", "H", "H", "H", "H", "H", "H", "O", "H", "H"],
  "positions_angstrom": [[-0.19, 0.64, 0.80], [0.30, -0.65, 0.18], [1.21, -1.39, 1.22], [2.31, -0.50, 1.59], [-0.81, -1.52, -0.49], [-1.69, -0.94, -1.43], [-0.61, 1.33, 0.05], [-0.99, 0.31, 1.38], [1.11, -0.26, -0.58], [1.63, -2.25, 0.63], [0.59, -1.75, 2.21], [2.00, 0.06, 2.32], [-1.47, -1.94, 0.24], [-0.14, -2.34, -0.88], [-1.69, 0.04, -1.15], [-0.72, 3.55, -1.70], [-1.06, 3.63, -0.76], [-1.44, 3.16, -2.24]]
}

=====

C | {
  "formula": "C3H11NO3",
  "method": "ωB97M-V with the def2-TZVPD basis set",
  "charge": 0,
  "homo_lumo_gap_ev": 9.869,
  "symbols": ["C", "N", "C", "C", "O", "H", "H", "H", "H", "H", "H", "H", "O", "H", "H", "O", "H", "H"],
  "positions_angstrom": [[-1.41, 0.72, -0.86], [-0.31, -0.05, -0.23], [0.01, -1.28, -0.76], [-0.98, -2.19, -1.37], [1.09, -1.68, -0.35], [-1.65, 1.35, -0.05], [-2.27, 0.03, -0.89], [-1.20, 1.19, -1.73], [0.52, 0.43, 0.06], [-1.39, -2.80, -0.52], [-1.65, -1.75, -1.93], [-0.38, -3.00, -1.93], [-0.40, 2.64, 2.46], [-0.55, 1.72, 2.41], [-0.39, 2.91, 1.53], [1.92, 0.94, 0.52], [1.99, 1.06, 1.46], [2.53, 0.51, 0.04]]
}

=====

D | {
  "formula": "C3H11NO3",
  "method": "ωB97M-V with the def2-TZVPD basis set",
  "charge": 0,
  "homo_lumo_gap_ev": 9.834,
  "symbols": ["C", "C", "N", "C", "O", "H", "H", "H", "H", "H", "H", "H", "O", "H", "H", "O", "H", "H"],
  "positions_angstrom": [[-0.69, 2.35, -0.03], [0.33, 1.29, 0.62], [-0.40, 0.43, 1.55], [1.06, 0.40, -0.47], [1.06, 0.60, -1.65], [-1.41, 2.57, 0.82], [-1.09, 2.03, -1.03], [-0.06, 3.28, -0.45], [1.13, 1.89, 1.00], [-0.41, -0.64, 1.24], [0.02, 0.48, 2.55], [1.73, -0.45, -0.01], [-0.14, -2.50, 0.94], [0.05, -2.21, 0.06], [-0.17, -3.48, 1.03], [-0.11, -2.31, -1.85], [-1.01, -2.31, -2.19], [0.11, -1.41, -2.15]]
}

=====

Name the most stable of them. C.

=====

A | {
  "formula": "C3H11NO3",
  "method": "ωB97M-V with the def2-TZVPD basis set",
  "charge": 0,
  "homo_lumo_gap_ev": 10.577,
  "symbols": ["C", "N", "C", "C", "O", "H", "H", "H", "H", "H", "H", "H", "O", "H", "H", "O", "H", "H"],
  "positions_angstrom": [[0.05, 2.22, -1.91], [0.28, 1.38, -0.71], [1.28, 0.50, -0.52], [2.67, 1.11, -0.73], [1.23, -0.64, -0.08], [0.90, 2.08, -2.56], [0.01, 3.26, -1.60], [-0.95, 1.89, -2.22], [-0.55, 1.09, -0.20], [2.73, 1.79, -1.61], [2.94, 1.85, 0.06], [3.49, 0.37, -0.76], [-3.58, -4.74, 2.61], [-4.09, -4.24, 1.97], [-3.85, -4.77, 3.52], [-1.04, -0.72, 1.48], [-0.22, -1.11, 1.06], [-1.31, -1.32, 2.18]]
}

=====

B | {
  "formula": "C3H11NO3",
  "method": "ωB97M-V with the def2-TZVPD basis set",
  "charge": 0,
  "homo_lumo_gap_ev": 10.336,
  "symbols": ["C", "C", "N", "C", "O", "H", "H", "H", "H", "H", "H", "H", "O", "H", "H", "O", "H", "H"],
  "positions_angstrom": [[1.82, 1.03, 1.15], [1.74, 0.56, -0.37], [0.85, -0.64, -0.48], [0.01, -0.69, -1.57], [-1.08, -0.13, -1.71], [1.50, 2.12, 1.14], [1.26, 0.49, 1.92], [2.85, 0.94, 1.43], [2.78, 0.48, -0.76], [1.14, 1.42, -0.94], [0.26, -0.69, 0.39], [0.45, -1.15, -2.46], [-2.99, -2.31, -0.42], [-2.50, -1.58, -0.84], [-3.67, -2.69, -0.85], [-1.35, 0.93, 1.08], [-0.88, 1.20, 1.86], [-2.18, 0.72, 1.44]]
}

=====

Name the most stable of them. A.

=====

A | {
  "formula": "C3H11NO3",
  "method": "ωB97M-V with the def2-TZVPD basis set",
  "charge": 0,
  "homo_lumo_gap_ev": 9.882,
  "symbols": ["C", "C", "N", "C", "H", "H", "H", "H", "H", "O", "H", "H", "O", "H", "H", "O", "H", "H"],
  "positions_angstrom": [[2.13, 1.10, 0.50], [2.34, -0.19, 0.25], [1.63, -1.06, -0.62], [0.64, -0.64, -1.27], [1.18, 1.59, 0.30], [2.89, 1.61, 1.07], [3.24, -0.65, 0.66], [0.09, -1.27, -1.96], [0.27, 0.39, -1.14], [-0.82, -2.43, 0.68], [-0.07, -1.83, 0.77], [-0.92, -2.85, 1.54], [-1.05, 2.38, -0.58], [-1.61, 1.62, -0.37], [-1.39, 2.73, -1.41], [-2.69, 0.15, 0.34], [-2.28, -0.71, 0.54], [-3.58, 0.08, 0.70]]
}

=====

B | {
  "formula": "C3H11NO3",
  "method": "ωB97M-V with the def2-TZVPD basis set",
  "charge": 0,
  "homo_lumo_gap_ev": 9.360,
  "symbols": ["C", "N", "C", "C", "O", "H", "H", "H", "H", "H", "H", "H", "O", "H", "H", "O", "H", "H"],
  "positions_angstrom": [[0.26, -1.32, -1.12], [0.13, 0.11, -1.56], [0.71, 1.12, -0.66], [-0.52, 1.94, 0.02], [-1.22, 1.73, 0.98], [0.61, -1.34, -0.12], [-0.82, -1.52, -0.85], [0.66, -2.03, -1.82], [0.47, 0.12, -2.53], [1.39, 1.81, -1.10], [1.33, 0.71, 0.17], [-0.52, 2.93, -0.44], [-2.53, -1.69, 0.84], [-2.41, -2.17, 1.61], [-3.04, -2.19, 0.26], [1.84, 0.30, 2.31], [2.43, 0.44, 1.64], [1.22, 1.05, 2.37]]
}

=====

C | {
  "formula": "C3H11NO3",
  "method": "ωB97M-V with the def2-TZVPD basis set",
  "charge": 0,
  "homo_lumo_gap_ev": 10.239,
  "symbols": ["C", "N", "C", "C", "O", "H", "H", "H", "H", "H", "H", "H", "O", "H", "H", "O", "H", "H"],
  "positions_angstrom": [[1.24, 0.43, -0.71], [-0.23, 0.24, -0.82], [-1.18, 1.33, -0.66], [-0.57, -0.93, -1.36], [0.16, -1.95, -1.36], [1.66, -0.49, -0.40], [1.61, 1.28, -0.10], [1.63, 0.69, -1.72], [-1.00, 2.13, -1.43], [-1.21, 1.89, 0.30], [-2.22, 0.81, -0.83], [-1.64, -1.02, -1.71], [-0.43, 0.60, 2.28], [-0.18, -0.26, 1.83], [0.45, 1.14, 2.38], [0.26, -2.01, 1.54], [0.99, -2.06, 2.14], [0.66, -1.83, 0.64]]
}

=====

Name the most stable of them. C.

=====

A | {
  "formula": "C2H5IN4",
  "method": "ωB97M-V with the def2-TZVPD basis set",
  "charge": 0,
  "homo_lumo_gap_ev": [7.283, 7.281],
  "symbols": ["C", "C", "N", "N", "N", "N", "I", "H", "H", "H", "H", "H"],
  "positions_angstrom": [[0.44, -0.42, 0.70], [2.04, 1.06, -0.51], [-0.68, -1.19, 0.60], [-2.51, -1.84, -0.53], [0.80, 0.32, -0.29], [-1.74, -0.92, 0.05], [-2.78, 1.11, 0.46], [0.93, -0.53, 1.57], [1.76, 2.13, -0.53], [2.47, 0.82, -1.46], [2.73, 1.01, 0.39], [-3.46, -1.54, -0.45]]
}

=====

B | {
  "formula": "C2H5IN4",
  "method": "ωB97M-V with the def2-TZVPD basis set",
  "charge": 0,
  "homo_lumo_gap_ev": 9.442,
  "symbols": ["C", "C", "N", "N", "N", "N", "I", "H", "H", "H", "H", "H"],
  "positions_angstrom": [[0.44, -0.92, 1.03], [-0.80, -0.33, -0.86], [-0.42, 1.31, 0.83], [0.08, 2.07, 0.06], [-0.52, -0.11, 0.55], [0.49, 2.92, -0.53], [2.49, -0.84, -0.17], [0.77, -0.84, 2.07], [0.21, -1.92, 0.76], [-1.95, -0.16, -1.09], [-0.20, 0.26, -1.51], [-0.60, -1.44, -1.12]]
}

=====

Name the most stable of them. B.